ORCA calculation (ωB97M-V/def2-TZVPD) on a 2-piece molecular cluster, C7H13BrN2S overall at a distorted geometry.

Structure (XYZ):
```
24
Properties=species:S:1:pos:R:3:forces:R:3
C -1.112654 0.476706 -0.631487 -0.6 -0.2 -0.1
C -1.841434 1.424204 -0.554545 -1.3 1.4 -0.6
C 0.432570 3.679845 1.280150 2.1 -0.8 1.0
C -1.323973 -1.949984 -0.810678 -0.2 1.5 2.6
C 0.354058 -0.833412 0.810084 -1.9 1.6 -0.7
C 0.623821 -0.742860 -1.782200 3.8 0.9 2.8
C -0.343726 -0.750031 -0.633471 -0.3 0.0 1.1
N 0.610610 2.447552 1.063855 -3.9 0.7 -0.6
N 1.785067 1.897768 1.144356 2.1 -1.1 -1.2
S -2.905465 2.786470 -0.731566 0.3 -1.8 1.4
Br -1.913257 3.838734 -2.267831 0.7 0.9 -1.2
H 1.316992 4.160368 1.660535 0.6 1.1 0.0
H -0.463070 4.212313 1.372491 -1.5 0.1 -0.3
H -1.755896 -1.933747 -1.746577 -0.9 0.1 -2.2
H -0.910934 -2.909826 -0.629119 0.9 -0.8 0.1
H -2.143662 -1.816855 -0.072243 0.4 -0.1 -0.4
H 1.240669 -1.347602 0.674879 2.2 -0.8 0.0
H -0.295415 -1.513466 1.299986 -0.5 -0.5 1.1
H 0.449384 0.127524 1.438211 -0.3 -1.7 -1.4
H 1.205105 -1.667540 -1.699862 0.0 0.0 -0.4
H 1.404621 0.106563 -1.651002 -1.2 -1.2 -0.1
H 0.252723 -0.610611 -2.723630 -1.4 0.1 -2.4
H 2.526830 2.646895 1.182069 -0.2 -1.5 -0.5
H 1.772717 1.088380 0.419307 1.1 2.1 1.8
```
Positions in Å, forces in eV/Å.

- Energy above the lowest of the compared OMol25 structures with the same formula, charge and spin: 0.0 kcal per mole
- Spin multiplicity: 1
- SMILES string: CC(C)(C)C#CSBr.C=NN
- E_LUMO: 0.000 Eh
- Net charge: 0



ORCA calculation (ωB97M-V/def2-TZVPD) on C30H31IrN3O2P2S2 as an isolated structure at a distorted geometry.

Structure (XYZ):
```
71
Properties=species:S:1:pos:R:3:forces:R:3
Ir 1.042191 0.003128 0.347543 -1.0 -0.4 -0.5
C -0.158448 -4.877536 2.838862 -0.1 0.1 -0.1
S -1.210350 -3.431266 3.133273 0.1 0.2 -0.2
C -0.515055 -2.205552 2.099445 0.5 0.0 0.0
S 1.172841 -2.230021 1.684823 0.1 1.9 -1.3
N -1.322641 -1.263062 1.747023 -1.2 -1.0 1.0
N -0.875037 -0.260001 1.008812 0.0 1.5 -1.1
C -1.803932 0.585299 0.617395 0.5 -1.6 0.9
C -1.458751 1.665928 -0.216413 0.2 1.6 -1.1
C -2.385250 2.618435 -0.666774 0.2 -0.7 0.5
C -1.946820 3.674797 -1.436703 0.3 0.3 -0.2
C -0.599169 3.766396 -1.770533 -0.3 -0.2 0.2
C 0.258481 2.769523 -1.330126 0.5 0.2 -0.3
N -0.161227 1.763069 -0.580869 0.8 -1.6 1.0
H -0.157717 -5.463255 3.754262 0.0 0.1 0.0
H 0.854701 -4.570613 2.596239 0.1 -0.2 0.1
H -0.589354 -5.463307 2.030695 0.1 0.0 0.0
H -2.819661 0.397632 0.937881 0.0 0.0 0.1
H -3.424832 2.503960 -0.393184 0.0 0.1 0.0
H -2.638145 4.433257 -1.777932 -0.1 0.0 0.0
H -0.215347 4.585988 -2.359112 0.0 0.0 0.0
H 1.313448 2.786174 -1.581838 0.0 0.0 0.0
O 3.602781 1.480147 -2.161495 -0.2 0.0 0.6
C 3.003422 0.549013 -1.705069 -0.1 -0.4 -2.1
O 2.835909 0.327883 -0.411893 -0.2 0.4 1.8
C 2.359323 -0.527628 -2.612737 -0.1 0.4 0.6
P 0.872033 -1.159387 -1.760523 -0.2 -0.5 0.1
C -0.650945 -0.701859 -2.604037 0.0 0.1 0.1
C -0.701368 0.103708 -3.737683 0.0 -0.1 0.0
C -1.930988 0.461238 -4.271776 0.0 0.0 0.0
C -3.107752 0.044557 -3.667358 0.0 0.0 0.0
C -3.064421 -0.760415 -2.534835 0.0 0.1 0.0
C -1.841774 -1.120763 -1.997237 0.1 0.0 0.0
C 1.013981 -2.958531 -1.711747 -0.1 0.0 0.1
C 2.189369 -3.492891 -1.177158 -0.1 0.1 -0.1
C 2.344250 -4.863144 -1.081209 0.0 0.0 0.0
C 1.316931 -5.706225 -1.490573 0.1 0.0 0.0
C 0.148430 -5.177836 -2.016753 -0.1 -0.1 0.1
C -0.013933 -3.804648 -2.121490 0.2 0.1 0.0
H 3.089986 -1.329932 -2.732181 -0.1 -0.1 0.0
H 2.146854 -0.110327 -3.594038 0.1 0.0 0.0
H 0.201662 0.436397 -4.231088 0.0 0.0 0.0
H -1.966733 1.049549 -5.178096 0.0 0.1 0.0
H -4.061371 0.348167 -4.076810 0.0 -0.1 -0.1
H -3.981427 -1.102589 -2.073974 0.0 0.0 0.0
H -1.800323 -1.737684 -1.106648 -0.1 -0.1 0.0
H 2.977605 -2.830545 -0.835265 0.1 -0.1 0.0
H 3.257632 -5.280906 -0.680858 0.0 0.0 0.0
H 1.437512 -6.776264 -1.390780 0.0 0.0 -0.1
H -0.650774 -5.831972 -2.337198 0.0 0.0 0.0
H -0.927153 -3.399607 -2.531969 0.0 -0.1 -0.1
C 3.003189 2.465220 1.969260 -0.2 0.0 -0.1
P 1.520918 1.452946 2.222181 0.1 -0.4 0.5
C 1.865451 0.545158 3.757627 0.0 0.2 -0.1
C 0.131813 2.549346 2.574939 0.0 0.0 -0.2
C -0.987072 2.053882 3.248827 0.1 0.0 0.0
C -2.076799 2.876875 3.478493 -0.1 0.0 0.0
C -2.065929 4.190329 3.026669 0.0 0.0 0.0
C -0.959526 4.683325 2.349185 0.0 0.0 -0.1
C 0.133127 3.864643 2.111119 0.1 -0.1 0.1
H 2.978432 2.992115 1.016336 0.0 0.0 0.0
H 3.870960 1.805844 1.971657 0.0 0.0 0.0
H 3.088516 3.179561 2.789311 0.0 0.0 0.0
H 2.105290 1.259528 4.546084 0.0 0.0 0.0
H 2.722160 -0.107134 3.592136 0.0 0.0 0.0
H 1.011267 -0.058393 4.058429 0.0 0.0 0.0
H -1.002082 1.034484 3.615345 0.0 0.0 0.0
H -2.938579 2.496020 4.009232 0.0 0.0 0.0
H -2.915457 4.832999 3.211280 0.0 0.0 0.0
H -0.942611 5.709784 2.009527 0.0 0.0 0.0
H 0.998287 4.256992 1.592077 0.0 0.1 0.0
```
Positions in Å, forces in eV/Å.

- Energy above the lowest of the compared OMol25 structures with the same formula, charge and spin: 38.4 kcal per mole
- Spin multiplicity: 2
- E_LUMO (alpha / beta): -0.268 / -0.333 Eh
- Net charge: +2
- Expectation value of S²: 0.759



ORCA calculation (ωB97M-V/def2-TZVPD) on CH3NO2S as an isolated structure at a distorted geometry.

Structure (XYZ):
```
8
Properties=species:S:1:pos:R:3:forces:R:3
C 0.325108 0.554413 0.113450 2.1 0.8 -6.3
N -0.944570 -0.144525 -0.057672 -1.9 -0.8 1.5
O -1.009625 -1.342812 -0.333096 0.2 1.5 -0.2
O -1.903814 0.543207 0.278056 0.4 -0.6 -0.8
S 1.752510 -0.542228 0.215451 -0.1 -0.1 -0.3
H 0.410917 1.439238 -0.933818 -0.4 -2.9 3.4
H 0.337990 1.063685 0.977894 -0.7 2.1 2.8
H 1.031486 -1.570979 -0.260266 0.3 -0.1 -0.1
```
Positions in Å, forces in eV/Å.

- Energy above the lowest of the compared OMol25 structures with the same formula, charge and spin: 86.9 kcal per mole
- Spin multiplicity: 1
- E_LUMO: -0.020 Eh
- Net charge: 0



ORCA calculation (ωB97M-V/def2-TZVPD) on a 2-piece molecular cluster, C2H4N2O2 overall at a distorted geometry.

Structure (XYZ):
```
10
Properties=species:S:1:pos:R:3:forces:R:3
C -0.598722 1.250127 1.799551 1.9 -0.2 0.9
C 0.134584 -1.030860 -2.163761 -2.3 -3.1 -5.0
N -0.052913 0.542413 0.901379 0.8 0.4 -0.6
N -0.425665 -1.754831 -2.916201 1.8 1.8 1.7
O -0.875025 -2.434524 -3.788312 -0.2 -0.1 -0.1
O 1.338830 0.241486 1.105225 -1.6 0.2 0.4
H -1.529744 1.805359 1.703295 0.0 -0.8 -0.2
H 0.032194 1.357086 2.710376 -0.7 0.6 -0.2
H 1.655182 0.744449 1.888329 -0.3 -0.3 -0.4
H 0.321280 -0.720706 -1.239882 0.8 1.4 3.4
```
Positions in Å, forces in eV/Å.

- Energy above the lowest of the compared OMol25 structures with the same formula, charge and spin: 159.8 kcal per mole
- Spin multiplicity: 1
- SMILES string: C#[N+][O-].C=NO
- E_LUMO: 0.022 Eh
- Net charge: 0